A molecular structure, C2H9N2, computed with ωB97M-V/def2-TZVPD.

ORCA input file:
```
! RIJCOSX wB97M-V def2-TZVPD def2/J DEFGRID3
* xyz 0 2
N -0.064 -2.071 0.206
H -0.921 -2.427 0.499
H 0.692 -2.433 0.868
H 0.205 -2.270 -0.676
H -0.038 -0.773 0.358
C 0.947 1.141 -0.778
C -1.131 1.284 0.594
N -0.176 0.565 0.117
H 0.530 1.434 -1.711
H 1.800 0.396 -0.788
H 1.418 2.052 -0.328
H -1.918 0.787 1.203
H -1.343 2.316 0.435
*
```

Results
<S²>: 0.75
LUMO level (spin up / spin down): 0.0144 / 0.0137 Ha
highest occupied orbital energy (spin up / spin down): -3.781 / -8.947 eV
Kohn-Sham gap (spin up / spin down): 4.172 / 9.320 eV
energy relative to the best compared isomer or geometry (same formula, charge and spin): 186.7 kJ/mol

Here are the Mulliken charges for atoms 1 to 5, given in e:
1. N -0.6823
2. H 0.2854
3. H 0.3279
4. H 0.2812
5. H 0.4093



2 unconnected molecules or ions with the total composition CH4NO2S, computed with ωB97M-V/def2-TZVPD.

ORCA input file:
```
! RIJCOSX wB97M-V def2-TZVPD def2/J DEFGRID3
* xyz -1 1
C 1.330 -1.031 -0.469
N -2.286 0.995 0.050
O 1.187 1.220 0.912
O 0.388 -0.912 1.939
S 0.539 -0.104 0.741
H 0.857 -1.935 -0.886
H 1.866 -0.541 -1.351
H -2.324 0.516 -0.934
H -1.557 1.792 -0.003
*
```

Results
LUMO level (spin up / spin down): 0.1394 / 0.1226 Ha
highest occupied orbital energy (spin up / spin down): -3.725 / -2.745 eV
Kohn-Sham gap (spin up / spin down): 7.519 / 6.082 eV
energy relative to the best compared isomer or geometry (same formula, charge and spin): 578.7 kJ/mol

Here are the Mulliken charges for atoms 1 to 5, given in e:
1. C -0.7441
2. N -0.5390
3. O -0.5816
4. O -0.5826
5. S 0.5931



A molecular structure, C43H45BFIrN8O4, computed with ωB97M-V/def2-TZVPD.

ORCA input file:
```
! RIJCOSX wB97M-V def2-TZVPD def2/J DEFGRID3
* xyz 1 6
Ir 18.988 8.381 11.707
C 26.038 9.378 12.753
C 25.388 10.216 13.832
C 25.877 9.772 15.205
C 25.203 10.606 16.261
C 23.731 10.431 16.108
C 22.970 10.619 17.238
C 21.607 10.328 17.199
F 20.864 10.480 18.282
C 21.025 9.910 16.041
C 21.748 9.952 14.818
C 21.095 9.733 13.529
O 19.909 9.521 13.385
C 21.937 9.919 12.383
C 23.292 10.007 12.571
N 23.913 10.149 13.779
C 23.141 10.211 14.898
C 21.530 9.812 10.925
O 22.353 10.109 10.023
O 20.338 9.319 10.580
H 27.067 9.120 13.056
H 26.046 9.817 11.783
H 25.516 8.389 12.713
H 25.685 11.254 13.625
H 26.948 9.992 15.247
H 25.756 8.639 15.299
H 25.575 11.631 16.227
H 25.458 10.199 17.251
H 23.301 11.027 18.208
H 20.035 9.595 16.057
H 23.836 10.144 11.655
C 14.625 9.213 12.350
C 15.890 9.053 11.775
N 17.045 9.096 12.524
C 16.970 9.450 13.810
C 15.733 9.615 14.430
C 14.537 9.539 13.662
C 15.854 10.083 15.861
C 16.386 9.413 16.860
C 16.999 8.002 16.635
C 18.064 7.546 17.389
C 18.533 6.274 17.127
N 18.008 5.516 16.175
C 17.076 6.027 15.435
N 16.498 7.221 15.674
H 13.678 9.127 11.786
H 16.130 8.886 10.745
H 17.828 9.650 14.394
H 13.620 9.635 14.197
H 15.431 11.035 16.099
H 16.482 9.846 17.863
H 18.581 8.092 18.140
H 19.325 5.754 17.617
H 16.729 5.446 14.589
C 9.604 10.778 9.096
C 10.825 9.951 8.994
C 10.928 8.831 9.767
C 11.961 7.863 9.786
C 12.978 8.172 8.912
N 14.147 7.400 8.836
C 14.149 6.045 8.812
O 13.312 5.337 9.233
N 15.439 5.567 8.444
C 16.577 6.447 8.473
C 17.113 6.869 7.264
C 18.101 7.800 7.265
C 18.437 8.312 8.495
N 17.974 7.871 9.684
C 17.060 6.977 9.640
C 12.943 9.381 8.170
C 11.841 10.213 8.127
H 8.682 10.147 8.839
H 9.646 11.592 8.374
H 9.521 11.278 10.079
H 9.985 8.670 10.332
H 11.972 6.877 10.216
H 14.849 7.873 8.281
H 15.586 4.647 9.006
H 16.671 6.402 6.319
H 18.509 8.145 6.353
H 19.243 9.027 8.547
H 16.575 6.638 10.556
H 13.788 9.542 7.495
H 12.057 11.229 7.715
B 17.134 4.341 11.846
C 17.914 5.553 12.278
N 18.608 6.413 12.543
H 17.524 3.441 12.534
H 17.488 4.179 10.646
H 15.890 4.452 11.949
C 16.209 13.811 10.314
C 16.263 12.322 10.335
C 15.324 11.761 9.255
C 17.684 11.844 10.285
H 15.147 14.082 10.347
H 16.704 14.291 9.509
H 16.621 14.261 11.257
H 15.894 12.020 11.361
H 15.369 12.291 8.262
H 14.260 11.853 9.522
H 15.570 10.704 8.972
H 18.473 12.374 10.764
H 18.020 10.927 9.818
*
```

Results
<S²>: 8.78
LUMO level (spin up / spin down): -0.1202 / -0.2734 Ha
highest occupied orbital energy (spin up / spin down): -8.562 / -9.891 eV
Kohn-Sham gap (spin up / spin down): 5.290 / 2.452 eV
energy relative to the best compared isomer or geometry (same formula, charge and spin): 299.3 kJ/mol

Here are the Mulliken charges for atoms 1 to 5, given in e:
1. Ir 2.5328
2. C -1.7034
3. C 0.5780
4. C -0.9024
5. C -0.8619



A molecular structure, C23H42As3BeN6P, computed with ωB97M-V/def2-TZVPD.

ORCA input file:
```
! RIJCOSX wB97M-V def2-TZVPD def2/J DEFGRID3
* xyz 2 1
Be 1.225 0.031 0.572
C 5.835 2.127 1.549
N 4.866 1.152 0.987
C 5.183 0.130 0.119
C 4.017 -0.508 -0.170
N 2.993 0.103 0.528
C 3.536 1.114 1.212
P 2.525 2.386 2.064
C 1.455 1.173 2.917
N 0.830 0.196 2.257
C -0.020 -0.423 3.152
C 0.103 0.192 4.358
N 1.022 1.208 4.192
C 1.464 2.147 5.250
C 1.394 2.633 0.632
N 0.853 1.627 -0.055
C 0.132 2.174 -1.092
C 0.237 3.529 -1.027
N 1.028 3.809 0.067
C 1.434 5.171 0.492
H 6.839 1.771 1.345
H 5.708 3.103 1.090
H 5.707 2.207 2.622
H 6.198 -0.056 -0.213
H 3.861 -1.344 -0.829
H -0.671 -1.233 2.866
H -0.383 0.005 5.307
H 1.131 1.766 6.206
H 2.543 2.218 5.264
H 1.032 3.130 5.093
H -0.407 1.567 -1.807
H -0.185 4.308 -1.650
H 0.789 5.888 0.000
H 1.317 5.280 1.563
H 2.463 5.376 0.213
C -3.898 0.119 1.176
As -2.224 0.355 0.191
C -2.718 2.055 -0.640
C -2.547 -0.734 -1.419
C -2.366 -2.264 -1.328
C -3.031 -2.827 -0.062
C -0.891 -2.727 -1.363
As 0.503 -2.077 -0.161
C 1.947 -3.068 -1.013
C 0.295 -3.230 1.391
C -3.060 -2.925 -2.535
As -2.787 -2.467 -4.438
C -3.694 -0.731 -4.501
C -0.966 -1.742 -4.549
H -4.729 -0.042 0.486
H -4.074 1.042 1.730
H -3.849 -0.708 1.881
H -3.754 1.998 -0.973
H -2.087 2.271 -1.503
H -2.619 2.867 0.080
H -1.874 -0.333 -2.180
H -3.558 -0.495 -1.748
H -2.548 -2.459 0.845
H -2.976 -3.920 -0.050
H -4.085 -2.546 -0.011
H -0.455 -2.574 -2.346
H -0.857 -3.796 -1.162
H 1.576 -4.063 -1.233
H 2.800 -3.157 -0.346
H 2.246 -2.593 -1.947
H 0.400 -4.254 1.048
H -0.684 -3.117 1.850
H 1.067 -3.016 2.128
H -4.139 -2.776 -2.434
H -2.909 -4.005 -2.487
H -4.716 -0.832 -4.133
H -3.742 -0.428 -5.546
H -3.176 0.042 -3.932
H -0.218 -2.528 -4.441
H -0.775 -0.932 -3.840
H -0.879 -1.341 -5.559
*
```

Results
LUMO level: -0.2002 Ha
highest occupied orbital energy: -12.495 eV
Kohn-Sham gap: 7.048 eV

Here are the Mulliken charges for atoms 1 to 5, given in e:
1. Be -1.0039
2. C -0.8396
3. N 0.1728
4. C -0.5833
5. C -0.5293



A gas-phase ion, C5H10NO2S (charge +1), computed with ωB97M-V/def2-TZVPD.

ORCA input file:
```
! RIJCOSX wB97M-V def2-TZVPD def2/J DEFGRID3
* xyz 1 1
C -1.430 0.329 0.891
C 1.038 -2.254 0.002
C -1.195 0.556 -0.399
C -2.225 0.256 -1.474
C 1.851 1.235 1.173
N 0.758 -1.109 0.407
O 2.417 0.004 -1.288
O 0.070 0.948 -0.872
S 1.408 0.235 -0.327
H -0.752 0.578 1.668
H -2.344 0.021 1.232
H 1.593 -2.617 -0.902
H 0.832 -3.069 0.709
H -2.119 -0.685 -1.796
H -2.190 1.058 -2.185
H -3.296 0.232 -1.172
H 0.959 1.904 1.311
H 1.779 0.749 2.063
H 2.846 1.630 0.959
*
```

Results
structure (SMILES): C=[N+]=[S@@](C)(=O)OC(=C)C
LUMO level: -0.1677 Ha
highest occupied orbital energy: -13.681 eV
Kohn-Sham gap: 9.117 eV
energy relative to the best compared isomer or geometry (same formula, charge and spin): 431.9 kJ/mol

Here are the Mulliken charges for atoms 1 to 5, given in e:
1. C -0.8151
2. C -0.2094
3. C 0.8917
4. C -1.3073
5. C -0.9813



A single C12H26N8O3 molecule, computed with ωB97M-V/def2-TZVPD.

ORCA input file:
```
! RIJCOSX wB97M-V def2-TZVPD def2/J DEFGRID3
* xyz 0 1
C -1.633 1.405 -0.662
C -0.697 2.150 0.188
C -2.750 0.776 0.262
C -3.894 0.227 -0.527
C -5.067 -0.052 0.375
C -7.292 -1.159 0.288
C 1.410 0.655 0.127
C 0.958 -0.607 0.987
C 2.871 0.903 0.405
C 3.819 -0.251 0.022
C 5.301 0.140 0.271
C 7.533 -0.800 -0.135
H -0.436 0.889 -2.197
H -1.837 0.024 -2.112
H -2.147 2.201 -1.218
H -3.163 1.647 0.785
H -2.356 0.110 1.025
H -3.648 -0.657 -1.145
H -4.194 1.023 -1.208
H -4.761 -0.811 1.092
H -5.367 0.832 0.962
H -6.529 0.036 -1.096
H -6.706 -0.905 2.077
H -8.938 -2.174 -0.125
H -7.845 -1.941 -1.471
H 0.972 2.397 1.081
H 1.291 0.412 -0.932
H 3.239 1.821 -0.043
H 2.947 1.005 1.506
H 3.728 -0.557 -1.010
H 3.585 -1.139 0.648
H 5.469 0.500 1.313
H 5.558 0.985 -0.395
H 5.838 -1.870 0.089
H 7.657 1.024 0.341
H 7.909 -2.436 -1.179
H 9.203 -1.782 -0.407
H -0.416 -0.800 -0.343
N -1.065 0.402 -1.556
N -6.184 -0.621 -0.412
N -7.474 -1.350 1.540
N -8.294 -1.549 -0.609
N 0.558 1.753 0.463
N 6.151 -0.953 -0.135
N 8.244 0.212 0.191
N 8.192 -2.043 -0.335
O -1.151 3.164 0.729
O 1.477 -0.952 2.038
O -0.066 -1.283 0.445
*
```

Results
structure (SMILES): [H]/N=C(/N)NCCC[C@H](NC(=O)[C@@H](N)CCCN/C(N)=N\[H])C(=O)O
LUMO level: 0.0068 Ha
highest occupied orbital energy: -9.164 eV
Kohn-Sham gap: 9.348 eV
energy relative to the best compared isomer or geometry (same formula, charge and spin): 106.5 kJ/mol

Here are the Mulliken charges for atoms 1 to 5, given in e:
1. C 0.5645
2. C -0.3305
3. C -1.2661
4. C -0.3251
5. C -1.2245



11 unconnected molecules or ions with the total composition C5H34N2O11, computed with ωB97M-V/def2-TZVPD.

ORCA input file:
```
! RIJCOSX wB97M-V def2-TZVPD def2/J DEFGRID3
* xyz 0 1
C -2.926 2.310 0.691
N -2.027 1.950 -0.421
C -1.473 0.562 -0.278
C 0.004 0.539 -0.613
C 0.487 -0.798 -1.092
O 0.691 0.896 0.649
C -2.374 3.318 1.683
N -1.105 2.845 2.291
H -3.786 2.756 0.166
H -3.333 1.443 1.210
H -1.262 2.612 -0.489
H -1.617 0.125 0.710
H -2.100 0.059 -1.007
H 0.229 1.426 -1.215
H 0.241 -1.029 -2.131
H 0.058 -1.556 -0.426
H 1.540 -1.044 -1.017
H 1.594 0.640 0.430
H -3.014 3.575 2.519
H -2.032 4.204 1.143
H -1.231 2.109 2.975
H -0.479 2.442 1.603
H 3.218 0.417 1.728
H 2.975 1.383 2.723
O 2.741 0.452 2.575
H 0.066 -3.568 -0.805
H 1.079 -4.666 -0.672
O 0.533 -4.087 -0.133
H 2.201 -2.953 0.772
H 2.632 -1.538 1.401
O 2.908 -2.400 1.115
H 1.397 -1.891 2.972
H 1.264 -0.461 2.704
O 0.721 -1.275 2.771
H -1.273 -2.084 1.191
H -1.415 -1.699 2.617
O -1.816 -2.273 1.962
H -1.426 -0.863 -4.427
H -0.152 -0.088 -4.646
O -0.525 -0.967 -4.747
H -1.492 -2.245 -2.241
H -1.457 -3.617 -2.776
O -1.385 -3.154 -1.932
H 1.985 4.233 -0.092
H 1.852 2.899 0.295
O 2.413 3.395 -0.330
H -2.515 0.974 -2.534
H -3.477 0.377 -3.569
O -2.572 0.317 -3.246
H 4.456 -0.779 -0.181
H 4.228 0.780 -0.076
O 3.902 -0.042 -0.452
*
```

Results
structure (SMILES): C[C@H](O)CNCCN.O.O.O.O.O.O.O.O.O.O
LUMO level: -0.0022 Ha
highest occupied orbital energy: -9.071 eV
Kohn-Sham gap: 9.010 eV
energy relative to the best compared isomer or geometry (same formula, charge and spin): 285.3 kJ/mol

Here are the Mulliken charges for atoms 1 to 5, given in e:
1. C -0.6097
2. N -0.2705
3. C -1.1403
4. C 0.3731
5. C -0.0088



A molecular structure, C2H11NO2, computed with ωB97M-V/def2-TZVPD.

ORCA input file:
```
! RIJCOSX wB97M-V def2-TZVPD def2/J DEFGRID3
* xyz 0 1
C 1.784 0.227 -0.871
C 1.070 -0.832 0.008
N -0.086 -1.523 -0.481
H 1.148 1.024 -1.059
H 2.593 0.628 -0.267
H 2.162 -0.138 -1.774
H 1.800 -1.524 0.485
H 0.591 -0.207 0.888
H -0.046 -1.744 -1.487
H -0.926 -1.013 -0.120
H -1.282 0.910 0.593
H -1.411 2.157 -0.556
O -0.727 1.608 -0.223
H -2.049 0.426 2.131
H 0.642 0.409 1.557
O -1.741 0.061 1.242
*
```

Results
LUMO level: -0.0976 Ha
highest occupied orbital energy: -8.792 eV
Kohn-Sham gap: 6.136 eV
energy relative to the best compared isomer or geometry (same formula, charge and spin): 631.5 kJ/mol

Here are the Mulliken charges for atoms 1 to 5, given in e:
1. C -0.9599
2. C 0.1173
3. N -0.4768
4. H 0.2766
5. H 0.3477



Number 1: largest force on an atom 0.1388 hartree/bohr. Number 2: largest force on an atom 0.0479 hartree/bohr. Number 3: largest force on an atom 0.1051 hartree/bohr. Number 4: largest force on an atom 0.0168 hartree/bohr. Number 5: largest force on an atom 0.0796 hartree/bohr. Number 6: largest force on an atom 0.0562 hartree/bohr. Number 7: largest force on an atom 0.0463 hartree/bohr. Number 8: largest force on an atom 0.0775 hartree/bohr.